(a)
Density functional theory data (ωB97M-V/def2-TZVPD) for a cluster of 4 separate species, C2H10O3 in total.

Each line ends with the Mulliken charge.
CARTESIAN COORDINATES (ANGSTROEM)
C 5.06852 -3.95734 1.24386  -0.42
C 4.80221 -3.10930 0.26100  -0.46
H 5.88466 -4.66306 1.16546  0.22
H 4.42738 -3.99708 2.11091  0.22
H 5.52199 -2.90114 -0.52213  0.21
H 3.84811 -2.61689 0.11433  0.22
H -2.11968 4.72295 2.21167  0.31
H -1.59987 4.41743 0.78408  0.33
O -2.03295 5.09085 1.32309  -0.64
H -0.85428 5.05530 -1.45210  0.33
H -1.63569 4.05713 -2.31933  0.32
O -0.94742 4.11627 -1.64938  -0.66
H -6.91708 -2.63631 -1.60710  0.32
H -6.92899 -1.35361 -0.83294  0.32
O -6.51690 -2.22519 -0.83143  -0.64

Calculated values
- SMILES string: C=C.O.O.O
- HOMO-LUMO gap: 10.89 eV
- LUMO level: 0.9 eV

---

(b)
Density functional theory data (ωB97M-V/def2-TZVPD) for a cluster of 3 separate species, C2H10O3 in total.

Each line ends with the Mulliken charge.
CARTESIAN COORDINATES (ANGSTROEM)
C 0.79226 1.28567 -0.64703  -0.28
O -0.47803 0.45353 -0.50744  -0.47
C 1.49945 1.12102 -1.92041  -0.83
H 1.50263 0.89401 0.15262  0.21
H 0.56699 2.22900 -0.10118  0.35
H -0.95547 0.47427 -1.33061  0.27
H 1.22658 0.04719 -2.24108  0.24
H 2.72648 1.30781 -1.97043  0.28
H 1.03720 1.86435 -2.65594  0.25
H -1.69481 -0.38874 2.21019  0.30
H -0.20159 -0.38107 2.24257  0.32
O -0.98476 -0.27704 2.85599  -0.63
H -0.12094 -2.35932 -0.65717  0.28
H -1.35957 -1.62186 -0.04418  0.30
O -0.59693 -2.23971 0.12643  -0.59

Calculated values
- SMILES string: CCO.O.O
- HOMO-LUMO gap: 11.08 eV
- LUMO level: 0.5 eV

---

Among the structures above, stability is greatest for (a).